Record 1
A cluster of 2 separate species, C3H8FNP in total at a distorted geometry, computed with ωB97M-V/def2-TZVPD.

## Properties
Gap between HOMO and LUMO (alpha / beta)   8.9 / 7.2 eV
Net charge   +1
Energy relative to the best compared isomer or geometry (same formula, charge and spin)   287.11 kJ/mol
Highest occupied orbital energy (alpha / beta)   -13.336 / -12.217 eV

Each line ends with the Löwdin charge.
Positions of all 14 atoms, in Å:
C: 0.1397 1.3230 -1.3232  0.00
C: 0.4094 0.0275 -0.4879  -0.22
C: -0.6695 0.9167 -0.1381  -0.32
N: 1.6097 0.0223 0.4390  0.22
F: -0.5732 1.7505 0.8721  0.07
P: -3.6065 -0.1132 0.0685  0.69
H: 1.0113 2.0454 -1.3162  0.14
H: -0.0668 1.1503 -2.3412  0.09
H: 0.1241 -1.0012 -0.8907  0.18
H: 2.3066 -0.6552 0.1578  0.16
H: 1.2434 -0.1776 1.4429  0.22
H: 2.0337 0.9902 0.4705  0.19
H: -2.8256 -1.3060 0.0240  -0.23
H: -3.8133 -0.1608 -1.3498  -0.20

Atoms 1-3, force components in eV/Å:
C 1.9 -0.8 0.4
C 0.3 -1.8 -0.6
C -1.3 1.3 -1.5

---

Record 2
The molecule C3H8FPS at a distorted geometry, computed with ωB97M-V/def2-TZVPD.

## Properties
Gap between HOMO and LUMO   9.3 eV
SMILES   CCCPSF
Net charge   0
Energy relative to the best compared isomer or geometry (same formula, charge and spin)   0.00 kJ/mol
Highest occupied orbital energy   -8.861 eV

Each line ends with the Löwdin charge.
Positions of all 14 atoms, in Å:
C: 1.8105 0.3298 1.0098  -0.11
C: 0.3564 0.8058 0.7633  -0.36
C: -0.1897 0.4254 -0.5927  -0.53
P: -2.0347 -0.0097 -0.5940  0.63
S: -1.5319 -2.1819 -0.8864  0.52
F: -2.8733 -3.1359 -1.0656  -0.57
H: 2.4425 0.7065 0.0657  0.12
H: 2.3107 0.7711 1.8025  0.03
H: 1.8441 -0.7344 1.0266  0.06
H: -0.1439 0.2554 1.5687  0.09
H: 0.1026 1.8736 0.9991  0.12
H: -0.0842 1.2147 -1.3301  0.07
H: 0.3988 -0.4797 -0.7866  0.03
H: -2.4078 0.1593 -1.9803  -0.11

Atoms 1-3, force components in eV/Å:
C 0.3 2.0 -4.8
C -0.4 0.5 2.2
C -0.5 -1.0 0.2

---

Record 3
A cluster of 2 separate species, C3H8I2NO in total at a distorted geometry, computed with ωB97M-V/def2-TZVPD.

## Properties
Gap between HOMO and LUMO   8.5 eV
Net charge   +1
Energy relative to the best compared isomer or geometry (same formula, charge and spin)   123.28 kJ/mol
Highest occupied orbital energy   -13.393 eV

Each line ends with the Löwdin charge.
Positions of all 15 atoms, in Å:
C: 0.2024 1.5915 0.5770  -0.22
C: -1.2574 -0.4015 -0.0953  -0.43
C: -0.7548 0.4972 1.0190  -1.01
N: 0.4375 -1.0601 -0.9069  0.13
O: -1.8407 -1.4944 0.1964  0.07
I: 0.0391 -0.5955 2.8970  0.83
I: -2.7474 1.6254 1.5307  0.83
H: 0.2866 2.3546 1.2889  0.06
H: 1.1456 1.2349 0.2538  0.06
H: -0.1109 1.8386 -0.4376  0.09
H: -1.5791 0.1940 -0.9875  0.16
H: 0.0415 -1.2648 -1.8292  0.11
H: 1.3754 -0.6242 -1.0683  0.12
H: 0.6232 -1.8706 -0.1950  0.15
H: -1.5804 -1.6763 1.1283  0.06

Atoms 1-3, force components in eV/Å:
C -1.0 -1.8 -1.6
C 1.6 2.6 0.0
C -0.6 0.7 1.1

---

Record 4
A cluster of 2 separate species, C3H8IN2O in total at a distorted geometry, computed with ωB97M-V/def2-TZVPD.

## Properties
Gap between HOMO and LUMO   9.5 eV
Net charge   +1
Energy relative to the best compared isomer or geometry (same formula, charge and spin)   270.88 kJ/mol
Highest occupied orbital energy   -13.529 eV

Each line ends with the Löwdin charge.
Positions of all 15 atoms, in Å:
C: -2.2447 -0.6756 0.1216  -0.54
C: -1.3330 0.4401 0.2109  -0.39
C: 1.4937 0.2553 0.7728  -0.10
N: -1.2103 1.7688 0.0809  0.24
N: 0.5512 -0.2953 -0.2368  0.02
O: -1.6671 -0.2349 1.3457  0.05
I: -4.3523 -0.0491 -0.1564  0.87
H: -2.1469 -1.6920 -0.1436  0.08
H: 1.4693 1.4445 0.9190  0.13
H: 1.3604 -0.1464 1.7022  0.04
H: 2.5986 -0.1041 0.5812  0.13
H: -0.6693 2.3080 0.6632  0.10
H: -1.2367 2.0623 -0.8504  0.12
H: 0.4720 -1.2886 -0.0664  0.12
H: 1.0164 -0.2541 -1.1196  0.12

Atoms 1-3, force components in eV/Å:
C -2.7 2.0 -0.3
C 1.1 -0.1 1.3
C 2.8 2.2 -1.7